Entry 1:
Density functional theory data (ωB97M-V/def2-TZVPD) for an isolated molecule of C10H13O2P at a distorted geometry.

XYZ file:
```
26
Properties=species:S:1:pos:R:3:forces:R:3
C 3.546 -1.441 -0.144 -0.98 2.95 0.12
C 2.240 -1.800 0.043 -1.49 -0.58 -0.87
C 3.783 -0.067 -0.321 1.97 -1.22 -0.01
C 1.166 -0.916 0.058 0.43 1.25 -0.01
C 2.750 0.853 -0.192 0.71 -0.65 -0.49
C 1.444 0.484 -0.002 -0.56 -2.36 0.16
C -2.209 0.428 0.886 0.26 2.62 -0.46
C -1.138 1.469 1.261 -0.98 1.58 -2.03
C -2.490 0.272 -0.643 3.56 1.05 2.37
C -2.910 -1.081 -0.802 -3.22 -2.77 -2.08
O 0.743 3.115 -0.244 -0.67 -1.01 0.13
O -1.431 0.641 -1.424 2.19 1.46 0.90
P 0.213 1.757 0.014 -2.68 -1.28 -0.84
H 4.297 -2.166 -0.218 1.01 -0.80 -0.20
H 2.031 -2.821 -0.174 -0.43 -0.90 0.63
H 4.859 0.122 -0.612 -1.51 0.72 0.48
H 0.143 -1.263 -0.006 0.05 -0.08 0.16
H 2.852 1.869 -0.382 0.91 1.79 -0.18
H -1.889 -0.448 1.308 0.66 -2.52 0.97
H -3.182 0.701 1.317 0.41 -0.06 0.32
H -1.544 2.496 1.379 0.09 -0.50 -0.11
H -0.738 1.195 2.183 1.15 -0.37 1.60
H -3.317 0.862 -0.652 -2.58 2.34 -1.44
H -3.509 -1.130 -1.807 0.84 -0.34 1.82
H -3.593 -1.319 0.071 0.52 -0.21 -1.20
H -2.118 -1.811 -0.897 0.33 -0.10 0.27
```
Positions in Å, forces in eV/Å.

## Properties
Lowest unoccupied orbital energy (spin up / spin down): -0.68 / -0.68 eV
Total charge: 0
Kohn-Sham gap (spin up / spin down): 0.302 / 0.302 hartree

Table of Löwdin atomic charges, one value per atom, all in e: atom 1 (C): -0.067, atom 2 (C): -0.089, atom 3 (C): -0.050, atom 4 (C): -0.029, atom 5 (C): -0.088, atom 6 (C): -0.301, atom 7 (C): -0.187, atom 8 (C): -0.224, atom 9 (C): -0.623, atom 10 (C): -0.089, atom 11 (O): -0.300, atom 12 (O): -0.183, atom 13 (P): 0.983, atom 14 (H): 0.093, atom 15 (H): 0.100, atom 16 (H): 0.127, atom 17 (H): 0.096, atom 18 (H): 0.080, atom 19 (H): 0.065, atom 20 (H): 0.124, atom 21 (H): 0.101, atom 22 (H): 0.064, atom 23 (H): 0.095, atom 24 (H): 0.123, atom 25 (H): 0.106, atom 26 (H): 0.073

---

Entry 2:
Density functional theory data (ωB97M-V/def2-TZVPD) for a cluster of 2 separate species, C10H13O3 in total at a distorted geometry.

XYZ file:
```
26
Properties=species:S:1:pos:R:3:forces:R:3
C -0.540 -0.944 -2.458 0.25 -1.94 4.33
C -1.534 -1.676 -3.267 2.11 -3.29 -2.19
C 0.415 -0.083 -3.153 0.71 4.85 1.75
O 0.235 0.521 -4.207 0.43 -1.90 0.24
O 1.247 0.512 -2.223 0.06 -1.92 0.26
H -1.124 -0.236 -1.830 0.61 -0.11 -0.38
H 0.058 -1.552 -1.582 -1.49 1.17 -2.26
H -1.273 -1.267 -4.256 -1.01 -0.44 -0.27
H -2.561 -1.582 -3.040 -0.99 0.41 0.40
H -1.302 -2.842 -3.320 -0.48 2.31 0.08
C -1.260 1.539 4.156 2.22 2.25 1.04
C 0.805 -0.445 0.995 -0.79 1.33 0.94
C -0.306 0.480 0.740 1.03 -2.04 0.33
C 1.137 -0.719 2.378 0.30 -0.22 -0.52
C -1.153 0.988 1.709 1.73 -0.03 -0.68
C 0.528 0.036 3.351 -2.62 0.54 -3.12
C -0.670 0.798 2.979 0.88 -0.06 3.96
O 1.551 -0.878 0.050 -0.07 0.06 -1.17
H 1.327 -0.010 -1.234 0.01 0.17 -1.72
H -0.489 0.658 -0.277 -0.23 0.39 -1.15
H 1.914 -1.484 2.617 -0.43 0.95 -0.36
H -1.943 1.678 1.371 0.16 -0.49 0.76
H 0.915 0.108 4.324 0.09 -0.18 1.38
H -0.715 2.558 4.375 -0.98 -1.47 -0.67
H -1.337 1.161 5.165 1.24 -1.39 0.39
H -2.268 1.727 4.152 -2.73 1.05 -1.36
```
Positions in Å, forces in eV/Å.

## Properties
Lowest unoccupied orbital energy: 3.47 eV
Total charge: -1
Kohn-Sham gap: 0.251 hartree

Table of Löwdin atomic charges, one value per atom, all in e: atom 1 (C): -0.230, atom 2 (C): -0.118, atom 3 (C): -0.532, atom 4 (O): 0.038, atom 5 (O): -0.025, atom 6 (H): 0.115, atom 7 (H): 0.170, atom 8 (H): 0.066, atom 9 (H): 0.045, atom 10 (H): 0.109, atom 11 (C): -0.122, atom 12 (C): -0.427, atom 13 (C): -0.045, atom 14 (C): -0.047, atom 15 (C): -0.087, atom 16 (C): -0.069, atom 17 (C): -0.311, atom 18 (O): -0.141, atom 19 (H): 0.103, atom 20 (H): 0.048, atom 21 (H): 0.105, atom 22 (H): 0.114, atom 23 (H): 0.075, atom 24 (H): 0.102, atom 25 (H): 0.048, atom 26 (H): 0.017